Entry 1:
C2H4N4O2 in the gas phase in a non-equilibrium geometry, computed with ωB97M-V/def2-TZVPD.

XYZ file:
```
12
Properties=species:S:1:pos:R:3:nbo_charge:R:1
N 1.97380 -1.55509 0.93674 -0.692
N 0.54114 -1.22172 0.85609 -0.245
C 0.12652 -0.33861 -0.02287 0.453
N 0.38134 0.29049 -1.35991 -0.534
C -0.70582 0.74379 -1.83599 0.416
O -1.80072 1.03229 -0.99448 -0.408
N -1.40585 0.18883 0.25112 0.082
O -1.16520 1.13373 1.15428 -0.523
H 2.62006 -0.78640 0.49683 0.358
H 2.52183 -1.80115 1.90275 0.400
H -0.93367 1.15725 -2.87331 0.208
H -2.15343 1.15660 1.48875 0.486
```

Properties
HOMO ... -0.326 hartree
LUMO energy ... 0.28 eV
Kohn-Sham gap ... 9.163 eV
Multiplicity ... 1
Structure (SMILES) ... N/N=c1\ncon1O
Energy above the lowest of the compared OMol25 structures with the same formula, charge and spin ... 610.4 kJ/mol

***

Entry 2:
2 unconnected molecules or ions with the total composition C4H10O in a non-equilibrium geometry, computed with ωB97M-V/def2-TZVPD.

XYZ file:
```
15
Properties=species:S:1:pos:R:3:mulliken_spin:R:1
C 1.31209 -0.72703 -2.24244 1.122
O 1.74935 0.51193 -1.65075 -0.062
H 0.93783 -0.41092 -3.21341 -0.215
H 1.99376 -1.57997 -2.17995 -0.256
H 0.35077 -1.02166 -1.77130 -0.180
H 1.49178 0.47220 -0.74354 -0.041
C -0.22342 0.03378 2.18080 0.173
C -0.91170 0.90639 1.15854 0.500
C -1.60930 0.39990 0.15764 0.281
H -0.90587 -0.04047 3.05057 -0.188
H -0.02284 -0.96828 1.77539 0.059
H 0.71568 0.40584 2.56406 -0.024
H -0.80326 1.94990 1.43744 -0.189
H -2.31392 0.75808 -0.58513 0.117
H -1.76094 -0.68969 0.06209 -0.096
```

Properties
<S²> ... 0.75
HOMO (alpha / beta) ... 0.061 / -0.175 hartree
LUMO energy (alpha / beta) ... 4.10 / 4.26 eV
Kohn-Sham gap (alpha / beta) ... 2.431 / 9.018 eV
Multiplicity ... 2
Energy above the lowest of the compared OMol25 structures with the same formula, charge and spin ... 181.5 kJ/mol
Total charge ... -1

***

Entry 3:
C22H38N2 in the gas phase, computed with ωB97M-V/def2-TZVPD.

XYZ file:
```
62
Properties=species:S:1:pos:R:3:nbo_charge:R:1
C 2.18367 -0.54364 3.30475 -0.631
C 0.95781 -1.32461 2.93440 0.030
C -0.35388 -0.63842 3.19828 -0.667
C 1.04201 -2.54603 2.41978 -0.209
C -0.11499 -3.42519 2.05919 -0.436
C 0.16159 -4.32792 0.84525 -0.419
C 0.04914 -3.58377 -0.46106 0.045
C 1.25892 -2.78486 -0.83693 -0.665
C -1.07266 -3.66049 -1.16918 -0.227
C -1.41131 -3.02240 -2.48680 -0.255
N -2.56565 -2.13117 -2.45315 -0.618
C -2.30192 -0.75682 -2.08965 -0.232
C -1.85708 -0.49433 -0.63383 -0.230
N -1.58657 0.90098 -0.34673 -0.648
C -0.33396 1.41248 -0.89873 -0.035
C 0.73966 1.46459 0.19956 -0.228
C 2.07220 1.88195 -0.41812 -0.396
C 1.92813 3.26908 -1.04251 -0.224
C 1.53527 4.27393 0.03942 -0.402
C 0.20106 3.85813 0.65729 -0.210
C 0.32640 2.46707 1.27417 -0.418
C -0.87781 3.82489 -0.42248 -0.400
C -0.48515 2.81412 -1.49920 -0.223
C 0.84678 3.23451 -2.12200 -0.390
H 3.09098 -1.09123 3.06087 0.211
H 2.19808 0.40979 2.77806 0.210
H 2.18286 -0.33148 4.37407 0.211
H -0.88288 -0.43832 2.26686 0.233
H -0.99445 -1.25942 3.82276 0.219
H -0.19175 0.30861 3.70549 0.215
H 2.01804 -2.99538 2.28344 0.190
H -1.00504 -2.82572 1.86248 0.212
H -0.33387 -4.06980 2.91830 0.214
H -0.56000 -5.14746 0.85195 0.211
H 1.16083 -4.75907 0.93993 0.200
H 1.10534 -2.19790 -1.73733 0.210
H 1.51826 -2.11191 -0.01932 0.232
H 2.10696 -3.45005 -1.00081 0.220
H -1.88319 -4.26527 -0.77554 0.187
H -0.57071 -2.46542 -2.90145 0.192
H -1.66053 -3.82480 -3.19501 0.200
H -3.28147 -2.52265 -1.84811 0.348
H -3.22280 -0.19186 -2.27901 0.186
H -1.53719 -0.38123 -2.77701 0.183
H -0.95799 -1.06942 -0.40824 0.197
H -2.65251 -0.82601 0.04444 0.187
H -2.36738 1.46165 -0.67327 0.352
H 0.03118 0.74316 -1.69449 0.177
H 0.83151 0.46901 0.64381 0.215
H 2.37418 1.15882 -1.18013 0.202
H 2.84892 1.89961 0.35019 0.204
H 2.88159 3.56905 -1.49275 0.209
H 2.30802 4.30945 0.81108 0.203
H 1.44982 5.27328 -0.39427 0.202
H -0.08179 4.57917 1.43299 0.207
H -0.63225 2.16120 1.69417 0.226
H 1.06797 2.48203 2.07636 0.200
H -0.99071 4.81400 -0.87354 0.203
H -1.83370 3.54800 0.02601 0.205
H -1.25852 2.78818 -2.27836 0.206
H 1.12963 2.53154 -2.90968 0.203
H 0.74467 4.22250 -2.57733 0.204
```

Properties
HOMO ... -0.296 hartree
LUMO energy ... 0.78 eV
Kohn-Sham gap ... 8.823 eV
Multiplicity ... 1
Structure (SMILES) ... CC(C)=CCC/C(C)=C/CNCCN[C@H]1[C@@H]2C[C@H]3C[C@@H](C2)C[C@@H]1C3
Energy above the lowest of the compared OMol25 structures with the same formula, charge and spin ... 15.5 kJ/mol

***

Look up the energy above the lowest of the compared OMol25 structures with the same formula, charge and spin of the third one.
15.5 kJ/mol